Entry 1:
2 unconnected molecules or ions with the total composition C43H36F2N3O in a non-equilibrium geometry, computed with wB97M-V/def2-TZVPD.

```
85
Properties=species:S:1:pos:R:3:forces:R:3
C -2.0888 1.9593 -0.0349 0.03 -0.19 -0.03
H 0.9972 -2.0585 1.1925 -0.12 -0.29 -0.11
H 3.1187 3.9120 -1.8047 0.06 -0.28 0.29
C -0.9520 3.6375 1.2294 -0.10 -0.40 -0.14
C -2.1551 3.9168 1.8869 -0.01 0.09 0.13
C 2.8713 2.6736 -0.0541 -0.27 -0.18 0.33
H 1.7463 1.8711 2.1176 0.13 -0.14 -0.05
N -2.1187 -0.9873 -2.0161 -0.14 0.20 -0.83
H -4.5872 1.2406 -4.0476 0.00 0.33 0.07
C -0.9136 2.6136 0.2827 0.00 0.60 0.32
C 5.0772 2.5487 -3.1479 -0.03 0.33 -0.43
H -4.2517 3.3986 2.1199 0.29 0.06 -0.10
H -5.3957 3.2934 -5.2336 0.32 0.07 0.21
H 0.5749 -4.6055 -2.8035 -0.29 0.08 -0.08
C 4.8152 1.0799 -1.1405 0.69 -0.88 0.17
C 2.8916 0.2652 2.8985 0.05 -0.46 0.74
H 3.4343 -3.6222 5.7612 0.10 0.17 -0.04
C 0.2282 -2.8107 0.9925 -0.56 0.02 -0.37
C -2.9525 -2.9494 -3.0823 0.26 -0.52 0.34
H 4.5231 -0.2893 0.4693 0.00 0.30 -0.46
C 3.5648 -2.5938 6.1157 -0.17 -0.16 0.50
H 4.7363 -0.6236 2.0965 -0.16 -0.24 0.48
C -0.4108 -4.1452 -2.8740 -0.36 0.15 -0.08
H 0.2227 -2.2303 -2.0474 -0.11 -0.22 -0.08
H 1.4577 -4.5037 1.4886 -0.28 0.03 -0.11
H 1.6554 -0.6316 6.0022 0.14 0.06 -0.38
H -3.6259 -4.8341 -3.8649 0.33 0.09 0.03
C -2.7726 -4.2751 -3.4794 0.31 0.31 -0.03
H -3.0626 -2.9416 0.1062 0.33 -0.26 -0.03
C 2.0623 0.2371 4.0676 -0.07 0.27 -0.32
C 3.3075 -1.6064 5.0389 -0.27 0.41 -0.26
C 2.2798 -0.6499 5.1053 0.12 -0.15 0.01
C -3.9324 4.5886 -4.2794 0.06 -0.22 0.19
C -1.0320 -2.3728 0.5269 0.09 -0.59 0.49
C -0.5893 -2.8303 -2.4545 -0.42 -0.08 0.11
C -3.2920 2.2158 0.6003 0.04 0.40 0.26
H 2.1190 3.3341 0.3850 0.22 -0.23 -0.12
H -0.0440 4.2051 1.4351 -0.28 -0.05 0.12
H -2.6167 -0.8942 2.7318 0.32 0.01 0.10
H -3.9161 -2.4454 -3.1456 0.24 -0.20 0.01
N -2.8494 -0.1355 -2.8158 0.69 1.69 0.20
C -2.4339 3.5272 -2.7054 -0.39 -0.64 0.09
C -2.7253 1.0498 -2.2606 0.11 -1.38 -0.04
H 0.0030 2.3254 -0.2335 -0.23 0.13 0.08
N -2.0420 0.9730 -1.0536 0.06 -0.38 -0.73
H 6.1435 2.7723 -3.0313 -0.14 -0.15 0.06
C 3.4356 3.0134 -1.2694 0.15 -0.09 -0.06
H 4.5817 -2.5066 6.5149 -0.12 -0.02 -0.19
C -1.5791 -0.5256 2.7083 0.01 -0.06 -1.03
C 0.4737 -4.1715 1.1523 -0.07 -0.01 0.13
H -0.8792 -1.2924 3.0603 -0.22 0.04 0.01
C 4.4369 2.2178 -1.8513 -0.27 0.08 0.48
C -1.5050 -4.8622 -3.3754 0.04 -0.15 0.01
F 5.1042 -2.5167 3.8096 -0.77 0.95 0.09
H -1.5746 3.5654 -2.0366 -0.31 0.09 -0.15
C -1.8091 -4.6746 0.5101 0.07 0.00 0.05
H 4.5948 3.4287 -3.5763 0.08 -0.07 -0.02
H 2.8644 -2.4286 6.9360 0.08 -0.07 -0.04
C -4.5705 3.3605 -4.5212 0.33 0.23 0.10
H -1.4829 0.3790 3.3136 -0.09 -0.15 -0.10
H 4.9858 1.7256 -3.8649 0.07 0.06 0.19
C -1.2815 -0.9407 0.3140 -0.90 -0.47 -1.74
H -2.6075 -5.3978 0.3225 0.30 0.22 0.12
C -0.5356 -5.1070 0.8936 -0.07 0.22 -0.06
C -1.8733 -2.2779 -2.5061 0.05 -0.28 -0.41
H -2.3481 5.6204 -3.2076 -0.18 -0.31 -0.11
H -4.1809 1.6432 0.3267 0.26 0.22 0.10
H 1.2477 0.9621 4.1470 0.21 -0.27 -0.09
C 4.2335 0.6631 0.0394 -0.13 0.32 -0.03
C -1.6815 -0.3643 -0.8865 -0.10 -0.77 2.44
C 3.9894 -0.6514 2.8822 -0.30 -0.05 0.12
H -0.3344 -6.1717 1.0063 -0.03 0.26 -0.03
C -2.0665 -3.3131 0.3636 0.40 0.19 -0.07
C 3.2381 1.4846 0.6568 0.17 0.13 -0.93
C -3.3185 3.1993 1.5935 0.15 -0.11 -0.25
C -4.1424 2.2169 -3.8534 0.07 0.31 0.31
O -1.2414 -0.1056 1.3678 1.10 1.42 1.91
H -4.2633 5.4862 -4.8008 0.05 -0.23 0.13
C 4.1111 -1.5738 3.9007 0.87 -0.35 -0.66
C 2.5819 1.2070 1.8846 0.35 0.12 0.16
C -3.1126 2.2986 -2.8970 -0.41 0.76 -0.91
H -2.1825 4.7032 2.6417 -0.02 -0.19 -0.21
H -1.3584 -5.8947 -3.6979 -0.09 0.29 0.12
F 5.8390 0.3288 -1.6620 -1.04 0.54 0.43
C -2.8587 4.6702 -3.3788 -0.28 -0.30 -0.28
```
Positions in Å, forces in eV/Å.

- E_HOMO: -8.143 eV
- Total energy: -57119.2312 eV
- Energy relative to the best compared isomer or geometry (same formula, charge and spin): 6.5 kJ/mol
- HOMO-LUMO gap: 0.091 Ha
- Charge: +1

Now the Mulliken charges, all in e: -1.23, 0.55, 0.36, -0.84, -0.71, -0.78, 0.06, 1.03, 0.46, 0.83, -1.49, 0.44, 0.38, 0.40, -0.08, 1.08, 0.32, -0.17, -0.35, 0.55, -1.48, 0.56, -0.70, 0.45, 0.45, 0.34, 0.38, -0.67, 0.52, -0.77, 0.87, -0.71, -0.37, -0.31, 0.02, 0.03, 0.41, 0.43, 0.28, 0.46, -1.14, -0.01, 0.20, 0.65, 0.61, 0.34, -0.71, 0.34, -0.87, -0.72, 0.29, 0.87, -0.48, -0.35, 0.45, -0.79, 0.38, 0.38, -0.65, 0.26, 0.33, 0.12, 0.43, -0.54, -0.03, 0.40, 0.50, 0.41, -0.63, -0.25, -1.00, 0.40, 0.07, 1.11, -1.06, -0.58, 0.24, 0.38, 0.25, 0.17, 0.48, 0.45, 0.39, -0.34, -0.75


Entry 2:
A molecular structure, C43H36MnN3O6 in a non-equilibrium geometry, computed with wB97M-V/def2-TZVPD.

```
89
Properties=species:S:1:pos:R:3:forces:R:3
H -3.2342 2.6620 0.5648 0.02 -0.02 0.10
H -4.7781 3.9513 -3.1996 -0.05 0.02 -0.03
C -2.8021 -0.6904 5.0427 -0.61 -0.14 -0.40
C 0.1990 0.9410 -1.0705 -0.27 -0.48 0.12
C 4.4707 -0.4203 3.4584 0.09 -0.06 0.15
C 2.9387 -2.5079 -3.1053 0.00 -0.05 -0.15
H 4.1380 -4.7232 -0.8655 -0.01 -0.01 0.02
N -1.7666 -1.7847 2.6568 0.30 0.35 -0.22
H -3.1757 -0.2503 5.9572 -0.11 0.02 -0.01
H 0.3898 5.2126 1.7259 -0.01 0.08 -0.01
Mn -1.3456 -1.7304 0.5593 0.67 1.09 0.59
C 3.6140 -3.6146 -2.6232 0.03 -0.08 -0.10
C -1.4247 -0.9404 4.8805 0.57 -0.19 -0.05
C 3.0004 -2.9740 -0.3959 0.01 0.01 -0.06
H 2.2259 2.7839 -3.9101 -0.01 0.11 -0.08
N -3.2131 -2.1769 0.5711 -0.66 -0.65 -1.43
C -0.5603 -3.2683 -2.0708 0.46 0.03 0.38
H -0.0077 -3.7620 -4.0714 0.10 0.00 0.04
C 2.3043 -1.6338 -2.2360 -0.01 0.07 0.02
C -4.0388 3.4096 -2.6250 -0.11 0.03 -0.11
H 5.1416 -0.2404 4.2881 0.03 -0.03 0.04
H 3.1528 -1.6935 4.5686 -0.03 -0.01 0.04
N -1.4873 -2.8926 -1.1841 -1.40 -0.14 -1.14
H 1.9510 1.0466 -3.7588 -0.04 -0.09 -0.06
H -0.0550 0.1221 -1.7657 -0.08 0.17 0.03
H 1.7724 -0.7948 -2.6461 -0.05 0.16 -0.01
H 0.0664 -1.6828 3.5663 0.07 0.12 -0.04
C -2.7800 -2.7946 -1.6391 1.48 -0.35 -0.66
C -0.0407 4.2301 1.8699 0.07 0.13 -0.04
H 1.6152 -2.0416 2.6560 -0.01 0.01 -0.03
O -5.2059 -1.8573 1.7622 -0.22 0.03 -0.23
C -1.1036 1.2655 -0.2713 0.32 0.10 -0.30
O -1.7314 0.1019 0.0601 -0.35 -0.93 0.28
H -0.0373 3.7582 -0.2213 0.00 0.08 -0.05
H 4.1240 -4.2870 -3.3004 0.00 -0.02 -0.04
H 3.0249 -3.1707 0.6646 0.02 0.00 0.10
C 1.6820 -0.9285 0.1850 0.41 0.52 -0.33
H -4.1388 -2.8879 -3.2646 -0.11 0.05 0.03
C -0.9835 -1.4787 3.6953 0.34 -0.07 0.25
C -4.1206 3.3650 -1.2432 -0.06 0.06 0.07
C -2.1192 -3.2979 -3.8920 0.88 -0.13 0.46
H 2.1602 4.2519 -1.8963 -0.05 0.13 -0.06
H 4.0759 0.3821 0.2009 0.10 0.07 -0.04
O 2.5049 1.0137 -1.0973 0.12 0.01 -0.30
C 1.4471 0.5605 -0.2615 -0.52 0.04 0.40
C -3.6372 -1.0343 4.0073 0.04 0.20 0.65
C 2.7051 -0.7994 1.3321 -0.20 -0.07 0.20
C -1.1257 1.7172 2.2267 -0.03 -0.23 -0.20
H -1.5584 0.7370 2.3534 -0.06 -0.05 0.00
O 0.5188 -1.5220 0.6000 -0.37 -0.54 0.45
C 2.4742 1.8981 -3.3332 -0.21 -0.11 0.52
H -4.9340 3.8624 -0.7307 -0.02 0.01 0.02
H -2.3446 -3.4282 -4.9398 -0.03 -0.01 -0.08
H -4.7057 -0.8841 4.0486 -0.07 0.00 -0.01
C 2.5984 3.4281 -1.3400 -0.29 -0.52 -0.01
H -1.2642 1.5508 -3.0554 0.12 -0.08 -0.07
C -0.2608 3.4122 0.7762 0.02 0.06 0.06
C -2.0564 2.0564 -2.5310 -0.04 -0.01 0.04
C -2.1015 2.0450 -1.1446 0.03 0.02 -0.03
H 2.3572 3.5414 -0.2866 -0.02 -0.02 0.10
C 3.3514 -1.2185 3.6169 0.08 -0.02 0.10
H -0.2436 4.4577 3.9945 0.05 0.03 0.03
C -3.1023 -2.9904 -2.9839 -0.28 0.13 0.48
H 5.6234 0.7375 2.0759 0.07 0.05 -0.01
C 2.0412 2.0970 -1.8729 0.45 0.50 -0.39
C -3.0113 2.7405 -3.2646 -0.05 0.02 -0.15
C 2.3519 -1.8315 -0.8635 -0.01 -0.06 -0.06
H 3.5435 1.7164 -3.3736 0.17 0.00 -0.05
H -0.7108 -0.7121 5.6586 0.06 -0.01 0.00
C 3.8671 -0.0563 1.1617 0.05 0.00 0.03
H 0.4338 -3.4245 -1.6723 0.02 0.15 0.01
O 0.6340 2.0903 -1.7824 0.29 0.19 0.01
H 2.9082 -2.3226 -4.1709 -0.03 0.05 -0.06
H -1.2168 2.2141 4.3092 -0.01 -0.09 -0.01
H 3.6782 3.4413 -1.4635 0.12 0.02 -0.02
C -0.3848 3.8040 3.1437 0.01 0.09 0.11
C -3.1600 2.6907 -0.5121 -0.01 -0.01 -0.07
C -0.7950 2.1404 0.9465 -0.01 -0.07 0.08
C 2.4827 -1.4081 2.5552 -0.20 -0.08 -0.09
C -3.1153 -1.5713 2.8255 -0.74 -0.32 -1.05
C -0.9330 2.5459 3.3187 0.06 0.09 0.15
C -3.8110 -2.5074 -0.6289 -0.77 0.51 1.29
C -0.8087 -3.4690 -3.4098 -0.76 -0.01 -0.45
H -2.9462 2.7494 -4.3455 -0.01 0.01 -0.04
C -3.9812 -1.8772 1.6802 0.33 0.57 1.91
C 4.7355 0.1375 2.2192 0.10 0.07 -0.03
O -5.0109 -2.5900 -0.8724 0.83 -0.16 -0.36
H 1.4380 1.1569 0.6676 -0.01 -0.16 -0.21
C 3.6274 -3.8534 -1.2594 0.01 -0.12 0.06
```
Positions in Å, forces in eV/Å.

- E_HOMO (spin up / spin down): -1.824 / -5.683 eV
- <S²>: 8.817
- Total energy: -93254.2066 eV
- Multiplicity: 6
- Energy relative to the best compared isomer or geometry (same formula, charge and spin): 177.9 kJ/mol
- HOMO-LUMO gap (spin up / spin down): 0.143 / 0.288 Ha
- Charge: -1

Now the Mulliken charges, all in e: 0.50, 0.40, -0.35, -0.99, -0.67, -1.02, 0.42, -0.33, 0.40, 0.41, 0.31, -0.76, -0.92, -0.48, 0.46, 0.57, -0.38, 0.49, 0.32, -0.52, 0.38, 0.45, -0.02, 0.40, 1.35, 0.23, 0.04, 0.39, -1.07, 0.77, -0.76, 2.46, -0.03, 0.72, 0.39, 0.37, 2.06, 0.50, 0.43, -0.87, -0.51, 0.41, 0.47, -0.20, -1.14, -0.75, -0.43, 0.82, -0.30, -0.42, -1.79, 0.41, 0.43, 0.46, -1.93, 0.35, -0.32, -0.32, -0.38, 0.41, -0.94, 0.38, -0.64, 0.45, 1.11, -1.00, -0.43, 0.36, 0.46, -0.53, 0.89, -0.28, 0.49, 0.47, 0.40, -0.63, -0.43, -0.95, 0.03, 0.80, -0.70, 0.02, -0.70, 0.41, -0.09, -0.86, -0.71, 1.04, -0.72